[1]
Density functional theory data (ωB97M-V/def2-TZVPD) for the molecule C2H7N.

Values from the calculation:
* relative energy (zero: lowest compared OMol25 entry of this formula, charge and spin): 1.427 eV
* HOMO energy: -0.3157 hartree
* structure (SMILES): CNC
* electronic energy: -3676.0553 eV
* net charge: 0

Each line ends with the natural charge from an NBO analysis.
CARTESIAN COORDINATES (ANGSTROEM)
1 C 1.249 0.059 -0.058  -0.411
2 N 0.031 -0.658 -0.246  -0.634
3 C -1.138 0.072 -0.076  -0.425
4 H 0.983 0.856 0.685  0.163
5 H 1.611 0.622 -0.956  0.193
6 H 2.157 -0.554 0.315  0.210
7 H -0.106 -1.388 0.427  0.356
8 H -0.921 1.101 -0.332  0.189
9 H -1.723 0.189 0.828  0.176
10 H -2.141 -0.298 -0.588  0.183



[2]
Density functional theory data (ωB97M-V/def2-TZVPD) for a cluster of 2 separate species, C2H7N2O in total.

Values from the calculation:
* relative energy (zero: lowest compared OMol25 entry of this formula, charge and spin): 1.928 eV
* HOMO energy: -0.0637 hartree
* electronic energy: -7213.4523 eV
* net charge: -1

Each line ends with the natural charge from an NBO analysis.
CARTESIAN COORDINATES (ANGSTROEM)
1 C -1.941 0.280 0.109  -0.234
2 O -1.453 -0.685 0.988  -0.818
3 H -1.870 0.000 -0.946  0.151
4 H -1.533 1.304 0.203  0.139
5 H -3.004 0.310 0.373  0.149
6 N 1.667 0.894 -0.577  -0.963
7 C 1.158 -0.360 -0.098  -0.008
8 N 2.081 -1.224 0.101  -0.936
9 H 1.039 1.670 -0.570  0.370
10 H 2.439 0.656 -1.196  0.347
11 H -0.465 -0.882 0.857  0.484
12 H 1.882 -1.964 0.757  0.319



[3]
Density functional theory data (ωB97M-V/def2-TZVPD) for a structure of composition C2H7N2O.

Values from the calculation:
* relative energy (zero: lowest compared OMol25 entry of this formula, charge and spin): 3.005 eV
* HOMO energy: -0.5254 hartree
* electronic energy: -7206.1402 eV
* net charge: +1

Each line ends with the natural charge from an NBO analysis.
CARTESIAN COORDINATES (ANGSTROEM)
1 C -0.846 -0.696 0.520  0.705
2 C 0.827 0.854 -0.080  -0.254
3 N -1.082 -0.854 1.795  -0.773
4 N 0.625 0.482 -1.458  -0.776
5 O -1.177 -1.105 -0.641  -0.573
6 H 1.799 0.603 0.354  0.228
7 H 0.503 1.804 0.169  0.211
8 H -0.484 -0.340 2.413  0.436
9 H -1.555 -1.669 2.283  0.449
10 H 0.186 1.227 -1.992  0.433
11 H -0.280 -0.448 -1.396  0.471
12 H 1.484 0.142 -1.967  0.445



[4]
Density functional theory data (ωB97M-V/def2-TZVPD) for the ion C2H7N2O with charge +1.

Values from the calculation:
* relative energy (zero: lowest compared OMol25 entry of this formula, charge and spin): 0.158 eV
* HOMO energy: -0.5516 hartree
* structure (SMILES): NC(=O)C[NH3+]
* electronic energy: -7208.9874 eV
* net charge: +1

Each line ends with the natural charge from an NBO analysis.
CARTESIAN COORDINATES (ANGSTROEM)
1 N 1.152 1.482 -0.737  -0.780
2 C 0.630 0.622 0.150  0.641
3 O 0.775 0.699 1.339  -0.590
4 C -0.181 -0.543 -0.401  -0.327
5 N -1.079 -0.959 0.720  -0.663
6 H 1.182 1.298 -1.725  0.410
7 H 1.765 2.203 -0.407  0.430
8 H 0.455 -1.401 -0.621  0.257
9 H -0.738 -0.363 -1.319  0.250
10 H -1.665 -0.182 1.031  0.449
11 H -0.580 -1.180 1.587  0.475
12 H -1.716 -1.676 0.383  0.448



[5]
Density functional theory data (ωB97M-V/def2-TZVPD) for the ion C2H7N2O with charge +1.

Values from the calculation:
* relative energy (zero: lowest compared OMol25 entry of this formula, charge and spin): 1.649 eV
* HOMO energy: -0.5427 hartree
* structure (SMILES): NC/[NH+]=C/O
* electronic energy: -7207.4959 eV
* net charge: +1

Each line ends with the natural charge from an NBO analysis.
CARTESIAN COORDINATES (ANGSTROEM)
1 N -0.736 -1.278 -0.891  -0.802
2 C -0.556 0.067 -0.947  -0.003
3 N 0.793 0.479 -0.073  -0.535
4 C 0.555 0.883 1.097  0.518
5 O 1.489 1.169 1.987  -0.585
6 H -0.929 -1.660 0.013  0.410
7 H -0.176 -1.653 -1.697  0.415
8 H -1.305 0.591 -0.275  0.183
9 H -0.552 0.493 -1.952  0.242
10 H 1.729 0.617 -0.456  0.443
11 H -0.533 1.042 1.318  0.191
12 H 1.035 1.370 2.821  0.524



[6]
Density functional theory data (ωB97M-V/def2-TZVPD) for a cluster of 2 separate species, C2H7N2O2 in total.

Values from the calculation:
* relative energy (zero: lowest compared OMol25 entry of this formula, charge and spin): 0.465 eV
* HOMO energy: -0.1573 hartree
* electronic energy: -9264.2304 eV
* net charge: -1

Each line ends with the natural charge from an NBO analysis.
CARTESIAN COORDINATES (ANGSTROEM)
1 N 0.499 0.459 1.618  -0.866
2 C 1.160 -0.764 1.198  -0.045
3 N 1.160 -1.051 -0.207  -0.902
4 H -0.462 0.435 1.304  0.379
5 H 0.916 1.281 1.206  0.342
6 H 0.675 -1.592 1.729  0.153
7 H 2.185 -0.752 1.550  0.150
8 H 1.951 -0.738 -0.736  0.343
9 H 0.270 -0.826 -0.645  0.427
10 O -3.060 1.415 -1.178  -0.775
11 C -2.070 0.900 -1.729  0.637
12 O -1.298 0.016 -1.309  -0.827
13 H -1.926 1.215 -2.800  -0.015



[7]
Density functional theory data (ωB97M-V/def2-TZVPD) for a cluster of 2 separate species, C2H7N2O2 in total.

Values from the calculation:
* relative energy (zero: lowest compared OMol25 entry of this formula, charge and spin): 2.183 eV
* HOMO energy: -0.5616 hartree
* electronic energy: -9254.5892 eV
* net charge: +1

Each line ends with the natural charge from an NBO analysis.
CARTESIAN COORDINATES (ANGSTROEM)
1 C -0.855 -0.829 -1.758  0.479
2 C 0.712 0.559 0.253  0.559
3 N -0.985 -0.507 -0.520  -0.785
4 N 0.382 0.950 1.503  -0.765
5 O 0.284 -0.747 -2.357  -0.606
6 O 1.599 -0.357 0.168  -0.630
7 H -1.498 -1.233 -2.620  0.215
8 H 0.664 1.287 -0.582  0.243
9 H -1.863 -0.824 -0.046  0.415
10 H 0.923 -0.538 -1.632  0.486
11 H 0.372 0.273 2.330  0.424
12 H -0.442 1.592 1.573  0.432
13 H 1.548 -1.038 0.939  0.531



[8]
Density functional theory data (ωB97M-V/def2-TZVPD) for the molecule C2H7N2OP.

Values from the calculation:
* relative energy (zero: lowest compared OMol25 entry of this formula, charge and spin): 1.379 eV
* HOMO energy: -0.3357 hartree
* structure (SMILES): OP1NCCN1
* electronic energy: -16503.7967 eV
* net charge: 0

Each line ends with the natural charge from an NBO analysis.
CARTESIAN COORDINATES (ANGSTROEM)
1 O -2.630 0.121 -0.002  -0.969
2 P -1.310 1.015 -0.542  1.312
3 N -0.357 -0.721 -1.060  -0.913
4 C 0.976 -0.508 -0.447  -0.249
5 C 0.633 0.035 0.890  -0.252
6 N -0.176 1.258 0.684  -0.987
7 H -2.182 -0.707 0.126  0.494
8 H -0.247 -0.825 -2.054  0.366
9 H 1.544 0.274 -0.986  0.170
10 H 1.597 -1.476 -0.271  0.203
11 H 0.163 -0.694 1.454  0.196
12 H 1.525 0.104 1.532  0.208
13 H 0.463 2.124 0.677  0.419



[9]
Density functional theory data (ωB97M-V/def2-TZVPD) for a cluster of 2 separate species, C2H7N2OP in total.

Values from the calculation:
* relative energy (zero: lowest compared OMol25 entry of this formula, charge and spin): 3.872 eV
* HOMO energy (alpha / beta): -0.3563 / -0.3170 hartree
* electronic energy: -16501.3036 eV
* net charge: 0

Each line ends with the natural charge from an NBO analysis.
CARTESIAN COORDINATES (ANGSTROEM)
1 C 1.999 -0.216 -1.019  0.041
2 C -1.347 1.359 -0.311  -1.026
3 N 1.311 0.806 -0.718  -0.784
4 N 0.050 -1.789 1.276  -0.957
5 O 0.572 1.782 1.550  -1.021
6 P 0.193 0.861 0.489  1.947
7 H 2.691 -0.260 -1.856  0.186
8 H 1.702 -1.202 -0.433  0.205
9 H -1.246 2.165 -1.024  0.267
10 H -1.984 0.477 -0.695  0.254
11 H -1.894 1.738 0.511  0.256
12 H -0.389 -1.354 2.152  0.329
13 H -0.766 -1.935 0.778  0.303



[10]
Density functional theory data (ωB97M-V/def2-TZVPD) for a cluster of 2 separate species, C2H7N2P in total.

Values from the calculation:
* relative energy (zero: lowest compared OMol25 entry of this formula, charge and spin): 1.507 eV
* HOMO energy: -0.3221 hartree
* structure (SMILES): CCN.N#P
* electronic energy: -14454.5939 eV
* net charge: 0

Each line ends with the natural charge from an NBO analysis.
CARTESIAN COORDINATES (ANGSTROEM)
1 C 1.218 -0.966 0.023  -0.620
2 C 0.738 0.428 -0.241  -0.204
3 N -0.257 0.703 0.789  -0.861
4 H 0.287 -1.544 -0.001  0.228
5 H 1.946 -1.137 -0.879  0.204
6 H 1.763 -1.061 0.938  0.206
7 H 0.196 0.658 -1.181  0.185
8 H 1.619 1.140 -0.161  0.150
9 H 0.127 0.495 1.732  0.349
10 H -0.760 1.575 0.837  0.363
11 N -3.328 -0.640 -0.402  -0.850
12 P -3.550 0.350 -1.453  0.850



Repeat the first record exactly.
Density functional theory data (ωB97M-V/def2-TZVPD) for the molecule C2H7N.

Values from the calculation:
* relative energy (zero: lowest compared OMol25 entry of this formula, charge and spin): 1.427 eV
* HOMO energy: -0.3157 hartree
* structure (SMILES): CNC
* electronic energy: -3676.0553 eV
* net charge: 0

Each line ends with the natural charge from an NBO analysis.
CARTESIAN COORDINATES (ANGSTROEM)
1 C 1.249 0.059 -0.058  -0.411
2 N 0.031 -0.658 -0.246  -0.634
3 C -1.138 0.072 -0.076  -0.425
4 H 0.983 0.856 0.685  0.163
5 H 1.611 0.622 -0.956  0.193
6 H 2.157 -0.554 0.315  0.210
7 H -0.106 -1.388 0.427  0.356
8 H -0.921 1.101 -0.332  0.189
9 H -1.723 0.189 0.828  0.176
10 H -2.141 -0.298 -0.588  0.183



- net charge of number 10 (C2H7N2P)?
  0



Copy entry 2 word for word.
Density functional theory data (ωB97M-V/def2-TZVPD) for a cluster of 2 separate species, C2H7N2O in total.

Values from the calculation:
* relative energy (zero: lowest compared OMol25 entry of this formula, charge and spin): 1.928 eV
* HOMO energy: -0.0637 hartree
* electronic energy: -7213.4523 eV
* net charge: -1

Each line ends with the natural charge from an NBO analysis.
CARTESIAN COORDINATES (ANGSTROEM)
1 C -1.941 0.280 0.109  -0.234
2 O -1.453 -0.685 0.988  -0.818
3 H -1.870 0.000 -0.946  0.151
4 H -1.533 1.304 0.203  0.139
5 H -3.004 0.310 0.373  0.149
6 N 1.667 0.894 -0.577  -0.963
7 C 1.158 -0.360 -0.098  -0.008
8 N 2.081 -1.224 0.101  -0.936
9 H 1.039 1.670 -0.570  0.370
10 H 2.439 0.656 -1.196  0.347
11 H -0.465 -0.882 0.857  0.484
12 H 1.882 -1.964 0.757  0.319



- The highest electronic energy belongs to which entry?
  C2H7N